[1]
20
Properties=species:S:1:pos:R:3 method="wB97M-V/def2-TZVPD" smiles="C/C=C/[C@@H](C)/N=N/C" relative_energy_kj_mol=321.1 gap_ev=9.83 homo_energy_ev=-9.1 lumo_ev=0.719
C -1.736 -2.389 -1.023
C -0.715 -1.286 -0.938
C -1.048 -0.051 -0.606
C 0.091 1.014 -0.333
C -0.502 2.385 -0.377
N 0.680 0.771 0.903
N 1.702 0.021 0.846
C 2.392 -0.114 2.073
H -1.244 -3.297 -0.869
H -2.033 -2.547 -1.999
H -2.720 -2.296 -0.502
H 0.345 -1.335 -1.062
H -2.034 0.374 -0.666
H 0.823 0.935 -1.320
H -1.468 2.411 0.170
H -0.706 2.594 -1.405
H 0.155 3.147 0.125
H 1.931 -0.170 3.028
H 3.038 -0.955 1.842
H 3.049 0.785 2.115

[2]
20
Properties=species:S:1:pos:R:3 method="wB97M-V/def2-TZVPD" smiles="C/C=C/N=C(/N)CC" relative_energy_kj_mol=126.0 gap_ev=8.66 homo_energy_ev=-7.7 lumo_ev=1.003
C 1.379 1.300 2.331
C 0.872 0.975 0.961
C 1.690 0.607 -0.053
N 1.251 0.206 -1.272
C 0.156 -0.431 -1.458
N -0.416 -0.429 -2.687
C -0.673 -1.189 -0.162
C -2.115 -0.700 -0.147
H 0.762 0.825 3.097
H 1.356 2.376 2.512
H 2.407 0.968 2.462
H -0.129 1.327 0.739
H 2.753 0.454 0.114
H -1.011 -1.202 -2.942
H 0.062 0.074 -3.421
H -0.254 -1.194 0.837
H -0.621 -2.231 -0.471
H -2.729 -1.313 0.516
H -2.173 0.335 0.180
H -2.565 -0.760 -1.137

[3]
20
Properties=species:S:1:pos:R:3 method="wB97M-V/def2-TZVPD" smiles="C=CN(C)C=C.C=N" relative_energy_kj_mol=244.5 gap_ev=8.72 homo_energy_ev=-7.7 lumo_ev=1.041
C 1.778 1.797 -0.481
C 0.684 1.350 0.128
N -0.311 0.587 -0.442
C -0.330 0.455 -1.882
C -1.345 0.019 0.313
C -1.549 0.117 1.630
H 2.032 1.561 -1.500
H 2.495 2.383 0.068
H 0.495 1.611 1.171
H -0.205 1.432 -2.360
H -1.267 0.009 -2.205
H 0.491 -0.198 -2.208
H -2.157 -0.338 -0.316
H -0.778 0.388 2.331
H -2.489 -0.200 2.050
C 0.448 -2.079 1.119
N 0.946 -2.040 -0.042
H -0.382 -2.705 1.467
H 1.031 -1.600 1.899
H 0.411 -2.550 -0.742

[4]
21
Properties=species:S:1:pos:R:3 method="wB97M-V/def2-TZVPD" smiles=OCN1C2CCN1CC2 relative_energy_kj_mol=284.3 gap_ev=10.02 homo_energy_ev=-9.0 lumo_ev=0.998
O -3.282 -0.513 -0.117
C -2.152 0.293 -0.089
N -0.878 -0.505 -0.074
C 0.024 -0.258 0.996
C 1.061 -1.423 0.675
C 1.126 -1.076 -0.863
N -0.026 -0.181 -1.178
C 0.477 1.230 -0.860
C 0.633 1.165 0.679
H -2.996 -1.327 -0.528
H -2.263 0.968 -0.940
H -2.156 0.848 0.856
H -0.553 -0.487 1.978
H 0.620 -2.422 0.787
H 2.046 -1.451 1.211
H 1.927 -0.385 -1.049
H 1.136 -1.891 -1.538
H -0.308 1.893 -1.114
H 1.410 1.321 -1.433
H 1.545 1.446 1.133
H -0.007 2.057 1.160

[5]
21
Properties=species:S:1:pos:R:3 method="wB97M-V/def2-TZVPD" smiles="C/N=C(/C)C(=O)N(C)C" relative_energy_kj_mol=371.0 gap_ev=8.48 homo_energy_ev=-7.9 lumo_ev=0.569
C 1.129 2.394 -0.462
N -0.247 1.969 -0.643
C -0.708 0.765 -0.403
C -1.934 0.281 -1.131
C -0.433 0.440 1.011
O -0.980 0.761 2.030
N 0.228 -0.879 0.605
C -0.093 -2.010 1.463
C 1.244 -1.174 -0.391
H 1.860 1.644 -0.784
H 1.310 3.304 -1.044
H 1.306 2.710 0.572
H -1.728 0.306 -2.205
H -2.229 -0.722 -0.818
H -2.771 0.953 -0.931
H -0.770 -1.744 2.279
H -0.566 -2.814 0.889
H 0.826 -2.393 1.916
H 1.547 -0.290 -0.947
H 0.872 -1.923 -1.100
H 2.138 -1.578 0.094

[6]
21
Properties=species:S:1:pos:R:3 method="wB97M-V/def2-TZVPD" relative_energy_kj_mol=499.2 gap_ev="8.21 / 8.21" homo_energy_ev="-7.8 / -7.8" lumo_ev="0.444 / 0.445"
C 0.628 -1.134 -1.048
C -1.498 1.597 1.545
C 0.792 -0.227 -2.232
C -0.917 0.553 0.623
C 0.466 0.320 0.524
N 1.727 -1.877 -0.690
C 1.479 0.457 1.363
O -3.034 0.011 -0.113
N -1.632 -0.118 -0.250
H -3.321 -0.545 0.628
H -0.262 -1.750 -1.089
H 1.576 -2.536 0.061
H 2.569 -1.335 -0.534
H -1.693 1.171 2.533
H -0.791 2.416 1.665
H -2.416 2.027 1.143
H -0.086 0.406 -2.329
H 0.878 -0.832 -3.142
H 1.675 0.401 -2.127
H 1.348 0.574 2.438
H 2.515 0.421 1.033

[7]
21
Properties=species:S:1:pos:R:3 method="wB97M-V/def2-TZVPD" smiles="C=N[C@H](CC)NC(C)=O" relative_energy_kj_mol=179.2 gap_ev=9.83 homo_energy_ev=-8.9 lumo_ev=0.917
C -2.076 -0.643 -1.895
N -2.154 0.008 -0.825
C -1.169 0.105 0.171
C 0.101 1.205 -0.345
C 1.254 0.759 -1.229
N -0.555 -1.096 0.580
C 0.769 -1.014 1.113
C 0.965 -0.156 2.336
O 1.544 -1.894 0.786
H -1.196 -1.194 -2.222
H -2.934 -0.636 -2.550
H -1.586 0.660 1.016
H 0.432 1.818 0.495
H -0.540 1.870 -0.933
H 1.718 1.626 -1.709
H 2.053 0.274 -0.659
H 0.920 0.060 -2.006
H -0.609 -1.842 -0.103
H 0.597 -0.725 3.210
H 0.437 0.778 2.301
H 2.031 0.038 2.467

[8]
21
Properties=species:S:1:pos:R:3 method="wB97M-V/def2-TZVPD" relative_energy_kj_mol=300.2 gap_ev=9.40 homo_energy_ev=-8.8 lumo_ev=0.643
C -0.497 -0.802 1.181
C 1.311 0.817 -1.953
C -1.961 0.753 -0.928
C 0.402 -0.412 2.343
N 0.448 0.173 -0.973
C -0.627 0.925 -0.233
C 0.718 -0.926 -0.323
N 1.467 -1.910 -0.422
O -0.308 1.938 0.379
H 1.657 -2.474 0.399
H -0.687 -1.879 1.152
H -1.503 -0.418 1.356
H 2.251 0.273 -2.047
H 1.491 1.842 -1.624
H 0.804 0.841 -2.919
H -2.721 1.338 -0.409
H -1.883 1.132 -1.951
H -2.270 -0.291 -0.972
H 0.632 0.656 2.304
H -0.077 -0.622 3.304
H 1.352 -0.955 2.334

[9]
21
Properties=species:S:1:pos:R:3 method="wB97M-V/def2-TZVPD" smiles=Cc1c[nH]cn1.CCO relative_energy_kj_mol=46.7 gap_ev=9.73 homo_energy_ev=-9.0 lumo_ev=0.732
C -2.265 -1.511 0.706
C -1.511 -1.253 -0.552
C -1.925 -1.194 -1.845
N -0.791 -0.908 -2.573
C 0.223 -0.749 -1.692
N -0.167 -0.964 -0.470
H -3.342 -1.412 0.583
H -1.946 -0.800 1.462
H -2.067 -2.516 1.088
H -2.823 -1.431 -2.400
H -0.732 -0.568 -3.517
H 1.231 -0.556 -2.032
C 2.517 2.101 0.946
C 1.248 1.534 1.568
O 1.342 0.138 1.852
H 2.472 2.077 -0.138
H 3.395 1.552 1.290
H 2.611 3.154 1.227
H 1.018 1.971 2.528
H 0.409 1.735 0.897
H 1.104 -0.401 1.073

[10]
22
Properties=species:S:1:pos:R:3 method="wB97M-V/def2-TZVPD" smiles=C[C@H]1[C@@H](O)[C@H]1NCC#N.O relative_energy_kj_mol=246.4 gap_ev=9.65 homo_energy_ev=-9.2 lumo_ev=0.466
C -2.455 -1.183 0.717
C -2.240 0.059 -0.115
C -1.698 1.341 0.497
O -1.270 1.331 1.820
C -0.860 0.543 -0.476
N 0.296 -0.202 -0.060
C 1.514 0.589 -0.039
C 2.707 -0.274 0.078
N 3.732 -0.715 0.424
H -1.827 -1.194 1.618
H -3.500 -1.247 1.048
H -2.230 -2.087 0.133
H -2.984 0.205 -0.902
H -2.121 2.292 0.155
H -2.034 1.317 2.404
H -0.743 0.973 -1.473
H 0.145 -0.632 0.847
H 1.603 1.143 -0.986
H 1.554 1.337 0.775
O 4.103 -1.528 -2.362
H 3.752 -0.679 -2.648
H 4.555 -1.387 -1.455

[11]
22
Properties=species:S:1:pos:R:3 method="wB97M-V/def2-TZVPD" relative_energy_kj_mol=252.0 gap_ev=8.20 homo_energy_ev=-8.5 lumo_ev=-0.270
C -1.279 1.316 1.162
C 0.084 1.748 -0.946
C -0.840 0.871 -0.186
C -1.356 -0.280 -0.803
H -1.858 2.234 1.030
H -1.903 0.573 1.654
H 0.719 2.338 -0.289
H 0.690 1.154 -1.633
H -0.527 2.419 -1.562
H -0.418 1.529 1.814
H -1.470 -0.259 -1.884
H -2.164 -0.789 -0.294
C 0.257 -1.417 -0.655
C 1.096 -0.865 0.697
N 2.233 -0.216 0.343
O -0.336 -2.602 -0.255
N 0.805 -1.122 1.909
O 0.919 -1.344 -1.700
H -0.001 -3.309 -0.827
H 2.507 -0.320 -0.624
H 2.935 -0.070 1.053
H -0.094 -1.589 1.998

[12]
22
Properties=species:S:1:pos:R:3 method="wB97M-V/def2-TZVPD" smiles="CCCNC(=O)CC(N)=O" relative_energy_kj_mol=121.1 gap_ev=10.26 homo_energy_ev=-9.7 lumo_ev=0.520
C -4.581 0.292 0.004
C -3.218 -0.258 0.404
C -2.229 -0.245 -0.759
N -0.923 -0.769 -0.405
C 0.022 -0.031 0.195
O -0.097 1.183 0.381
C 1.282 -0.773 0.602
C 2.527 -0.341 -0.157
N 3.119 0.808 0.179
O 3.422 -1.205 -0.377
H -5.023 -0.298 -0.813
H -5.279 0.271 0.852
H -4.500 1.334 -0.341
H -2.799 0.335 1.231
H -3.320 -1.291 0.773
H -2.615 -0.849 -1.592
H -2.095 0.781 -1.129
H -0.743 -1.750 -0.568
H 1.450 -0.550 1.668
H 1.182 -1.859 0.499
H 2.510 1.622 0.205
H 4.206 0.370 0.054